60
Properties=species:S:1:pos:R:3:mulliken_charge:R:1 method="wB97M-V/def2-TZVPD" charge=-2 molar_mass_da=786.5 total_energy_ev=-133598.6744 multiplicity=3 s_squared=2.0208 max_force_ev_per_a=2.06
V 0.848 1.370 1.451 0.43
O -3.000 2.264 2.333 -0.76
C -2.174 2.017 1.491 0.13
O -0.903 1.899 1.705 -0.71
C -2.639 1.797 0.033 0.30
C -3.966 2.150 -0.207 -0.73
C -4.514 2.060 -1.473 -0.56
C -3.730 1.613 -2.527 -0.74
C -2.420 1.242 -2.293 -0.20
C -1.852 1.310 -1.015 -0.19
P -0.097 0.715 -0.782 1.95
C -0.288 -1.096 -1.103 0.82
C 0.853 -1.904 -1.166 -0.62
C 0.737 -3.285 -1.273 -0.80
C -0.515 -3.891 -1.313 -0.52
C -1.652 -3.102 -1.246 -0.60
C -1.536 -1.718 -1.139 -0.52
C 0.663 1.334 -2.342 0.54
C 0.851 2.709 -2.481 -0.70
C 1.461 3.233 -3.610 -0.86
C 1.881 2.387 -4.629 -0.41
C 1.670 1.020 -4.518 -0.78
C 1.061 0.497 -3.379 0.13
H -4.542 2.506 0.638 0.50
H -5.545 2.349 -1.641 0.37
H -4.138 1.555 -3.529 0.42
H -1.811 0.888 -3.116 0.49
H 1.839 -1.453 -1.095 0.36
H 1.636 -3.890 -1.305 0.42
H -0.601 -4.970 -1.376 0.36
H -2.636 -3.558 -1.265 0.40
H -2.436 -1.125 -1.073 0.22
H 0.529 3.380 -1.708 0.43
H 1.622 4.304 -3.668 0.42
H 2.379 2.792 -5.503 0.36
H 1.986 0.351 -5.311 0.39
H 0.910 -0.574 -3.304 0.33
S 4.850 -0.658 3.359 -0.76
Sb 3.945 1.221 2.370 0.75
S 2.815 0.483 0.392 -0.53
S 1.918 1.751 3.526 -0.73
S 5.400 2.919 2.046 -0.71
N 2.655 -3.052 4.672 -0.15
C 1.441 -3.503 4.353 0.39
O 0.984 -4.577 4.752 -0.74
C 0.576 -2.614 3.490 0.40
C -0.714 -3.036 3.268 -0.42
C -1.545 -2.259 2.495 -1.23
C -1.043 -1.083 1.974 0.15
N 0.202 -0.642 2.169 0.82
C 1.006 -1.413 2.927 0.26
H 3.227 -3.673 5.215 0.20
H 3.102 -2.194 4.303 0.06
H -1.036 -3.969 3.715 0.46
H -2.569 -2.540 2.292 0.49
H -1.681 -0.471 1.355 0.09
H 2.014 -1.042 3.068 -0.61
S 1.723 5.746 -0.251 -0.52
C 1.504 4.249 0.415 0.43
N 1.296 3.184 0.833 -0.19

---

71
Properties=species:S:1:pos:R:3:mulliken_charge:R:1 method="wB97M-V/def2-TZVPD" charge=-1 molar_mass_da=757.5 total_energy_ev=-204030.9905 multiplicity=1 max_force_ev_per_a=0.81
Na -0.703 -1.076 0.351 0.81
C 2.689 -3.752 -1.711 -1.69
C 1.464 -3.139 -1.078 0.31
N 1.466 -2.603 0.100 0.63
N 2.592 -2.730 0.813 -1.11
C 2.571 -2.107 1.986 0.19
N 3.731 -2.305 2.700 -0.42
S 1.349 -1.175 2.712 -0.52
C 0.184 -3.271 -1.801 1.08
C 0.132 -3.886 -3.059 -0.63
C -1.088 -4.088 -3.677 -0.54
C -2.246 -3.663 -3.049 -0.73
C -2.113 -3.038 -1.818 -0.32
N -0.947 -2.860 -1.209 -0.29
H 3.562 -3.520 -1.107 0.39
H 2.832 -3.365 -2.724 0.36
H 2.599 -4.840 -1.786 0.37
H 4.520 -2.631 2.161 0.25
H 3.910 -1.632 3.424 0.23
H 1.036 -4.208 -3.555 0.35
H -1.127 -4.565 -4.649 0.40
H -3.222 -3.798 -3.493 0.43
H -2.977 -2.643 -1.292 0.47
Br 6.033 -1.316 -0.337 -0.14
C 4.427 -0.305 -0.339 -0.36
C 4.167 0.580 0.682 -0.41
C 2.958 1.266 0.622 -0.45
N 2.062 1.104 -0.337 -0.32
C 2.324 0.227 -1.305 0.72
C 3.515 -0.488 -1.360 -0.45
C 1.245 -0.014 -2.309 0.29
C 1.528 -0.564 -3.558 -0.41
C 0.470 -0.794 -4.415 -0.31
Br 0.812 -1.554 -6.121 -0.15
C -0.824 -0.500 -4.039 -0.68
C -1.002 0.026 -2.764 -0.31
N -0.001 0.277 -1.932 0.12
H 4.852 0.723 1.504 0.44
H 2.706 1.972 1.405 0.39
H 3.708 -1.214 -2.133 0.44
H 2.538 -0.792 -3.862 0.61
H -1.664 -0.692 -4.690 0.45
H -1.996 0.226 -2.374 0.43
O -0.708 0.899 1.322 -0.08
C -1.903 1.647 1.452 2.67
C -2.966 0.985 0.479 0.01
O -3.942 1.697 0.220 -0.75
O -2.725 -0.185 0.091 -0.73
C -2.462 1.568 2.863 -1.04
C -1.849 0.793 3.840 -0.19
C -2.377 0.731 5.126 -1.02
C -3.523 1.438 5.447 -0.31
C -4.148 2.206 4.469 -0.91
C -3.624 2.271 3.190 0.06
C -1.589 3.080 1.029 -0.11
C -1.527 3.405 -0.324 -0.12
C -1.101 4.658 -0.731 -0.96
C -0.724 5.611 0.207 -0.43
C -0.776 5.297 1.555 -0.86
C -1.205 4.037 1.961 -0.18
H 0.022 1.276 1.825 0.15
H -0.963 0.220 3.600 0.45
H -1.885 0.120 5.874 0.43
H -3.935 1.387 6.448 0.38
H -5.051 2.755 4.708 0.38
H -4.112 2.848 2.415 0.48
H -1.816 2.665 -1.058 0.23
H -1.059 4.892 -1.788 0.39
H -0.392 6.591 -0.113 0.38
H -0.485 6.030 2.298 0.38
H -1.246 3.803 3.018 0.41

---

21
Properties=species:S:1:pos:R:3:mulliken_charge:R:1 method="wB97M-V/def2-TZVPD" charge=0 molar_mass_da=117.2 total_energy_ev=-10412.4322 multiplicity=2 s_squared=0.7687 max_force_ev_per_a=4.58
C 0.332 2.111 1.011 -0.55
N -0.521 1.596 -1.458 -0.40
C -1.357 0.474 -1.392 -0.36
C -0.941 -1.013 -1.835 -0.12
O -1.768 -1.958 -1.574 -0.53
C 0.733 1.310 2.002 -0.26
N 0.950 -1.504 2.117 -0.52
C 0.719 -1.589 0.688 -0.83
H 0.944 2.020 0.124 0.22
H -0.688 2.328 0.723 0.29
H 0.130 1.415 -2.254 0.24
H -2.325 0.785 -1.806 0.44
H -1.521 0.538 -0.299 0.33
H -0.607 -0.947 -2.901 0.28
H 0.035 -1.140 -1.213 0.13
H 1.527 0.583 1.616 0.03
H 0.471 1.320 3.048 0.34
H 1.927 -1.666 2.343 0.25
H 0.693 -2.628 0.314 0.38
H 1.497 -0.958 0.203 0.29
H -0.232 -1.076 0.541 0.35

---

74
Properties=species:S:1:pos:R:3:mulliken_charge:R:1 method="wB97M-V/def2-TZVPD" charge=0 molar_mass_da=679.5 total_energy_ev=-82254.7463 multiplicity=1 max_force_ev_per_a=1.47 smiles="CCCN[C@@]1(S(=O)(=O)C(F)(F)F)OC(=O)O[C@]1(CCF)CCCCO.CCOC(=O)C(F)(F)F.CCOC(=O)C(F)(F)F"
C 5.792 -3.088 1.249 -0.97
C 5.812 -1.834 0.370 -1.12
C 4.478 -1.100 0.308 0.04
N 3.501 -1.909 -0.415 0.09
C 2.219 -1.428 -0.710 -0.42
S 2.370 0.367 -1.346 1.20
O 2.490 1.325 -0.286 -0.64
O 3.411 0.287 -2.330 -0.71
C 0.887 0.855 -2.391 0.68
F 0.861 0.164 -3.520 -0.22
F -0.284 0.773 -1.767 -0.24
F 1.119 2.144 -2.677 -0.23
O 1.869 -2.077 -1.957 -0.42
C 0.550 -2.354 -1.994 0.44
O 0.018 -2.895 -2.897 -0.57
O -0.032 -1.890 -0.887 -0.42
C 0.980 -1.779 0.171 2.32
C 0.956 -3.155 0.865 -1.21
C 1.764 -4.324 0.325 -0.57
F 2.980 -4.428 1.005 -0.28
C 0.377 -0.738 1.121 -1.95
C 1.232 -0.076 2.217 -0.67
C 2.161 -0.961 3.047 0.13
C 3.212 -0.171 3.834 -1.10
O 3.923 0.792 3.071 -0.52
H 6.769 -3.255 1.699 0.39
H 5.549 -3.969 0.664 0.26
H 5.071 -2.980 2.056 0.17
H 6.049 -2.135 -0.656 0.43
H 6.597 -1.139 0.655 0.48
H 4.659 -0.136 -0.166 0.31
H 4.154 -0.899 1.317 0.02
H 3.898 -2.341 -1.237 0.41
H -0.095 -3.436 0.812 0.63
H 1.186 -3.082 1.923 0.45
H 1.223 -5.248 0.523 0.43
H 1.982 -4.268 -0.738 0.22
H -0.443 -1.252 1.624 0.67
H -0.105 0.047 0.543 0.09
H 0.508 0.343 2.921 0.46
H 1.756 0.781 1.808 0.50
H 2.627 -1.755 2.470 -0.15
H 1.557 -1.471 3.802 0.41
H 3.966 -0.857 4.214 0.39
H 2.727 0.304 4.689 0.45
H 3.407 1.600 3.006 0.33
C -2.422 1.866 -4.531 -0.88
C -3.030 3.215 -4.847 -0.35
O -4.441 3.266 -4.542 -0.32
C -4.765 3.520 -3.291 0.35
O -4.029 3.699 -2.366 -0.51
C -6.300 3.608 -3.162 0.93
F -6.901 2.601 -3.797 -0.26
F -6.739 4.759 -3.681 -0.27
F -6.638 3.566 -1.877 -0.21
H -2.960 1.073 -5.051 0.32
H -1.381 1.848 -4.851 0.37
H -2.458 1.647 -3.464 0.19
H -2.973 3.420 -5.913 0.33
H -2.520 4.021 -4.322 0.33
C -5.394 1.768 0.467 -0.77
C -4.132 2.392 1.014 0.04
O -3.990 2.114 2.428 -0.33
C -3.503 0.924 2.719 0.36
O -3.157 0.077 1.949 -0.51
C -3.388 0.763 4.249 0.88
F -4.485 1.198 4.869 -0.25
F -2.340 1.471 4.694 -0.26
F -3.196 -0.513 4.565 -0.24
H -6.265 2.109 1.026 0.32
H -5.515 2.043 -0.573 -0.01
H -5.355 0.681 0.535 0.32
H -4.161 3.475 0.936 0.32
H -3.248 2.039 0.486 0.14

---

18
Properties=species:S:1:pos:R:3:mulliken_charge:R:1 method="wB97M-V/def2-TZVPD" charge=0 molar_mass_da=100.1 total_energy_ev=-10458.5883 multiplicity=1 max_force_ev_per_a=2.46 smiles=CCO.O.O.O
C 2.583 -0.471 -0.553 -1.06
C 1.959 0.594 0.334 -0.30
O 0.615 0.213 0.532 -0.52
H 2.476 -1.386 -0.093 0.33
H 3.676 -0.331 -0.694 0.34
H 2.109 -0.613 -1.550 0.29
H 2.037 1.531 -0.100 0.30
H 2.480 0.601 1.314 0.28
H 0.058 0.407 -0.217 0.30
O -2.088 0.540 1.880 -0.65
H -1.172 0.607 1.505 0.40
H -2.388 1.450 1.654 0.33
O -2.306 -1.608 -0.118 -0.72
H -2.587 -0.907 0.537 0.37
H -1.890 -2.316 0.382 0.31
O -1.518 0.725 -1.523 -0.72
H -1.817 -0.148 -1.181 0.40
H -2.226 1.112 -2.110 0.30

---

9
Properties=species:S:1:pos:R:3:mulliken_charge:R:1 method="wB97M-V/def2-TZVPD" charge=0 molar_mass_da=182.9 total_energy_ev=-39022.7068 multiplicity=1 max_force_ev_per_a=3.69 smiles=FC1(F)[C@@](F)(Cl)[C@]1(F)Cl
F -1.060 -1.663 0.588 -0.24
C -0.168 -0.865 -0.048 0.74
F 0.377 -1.734 -0.945 -0.23
C 0.568 0.262 0.616 0.05
F 0.417 0.569 1.914 -0.18
Cl 2.550 0.499 -0.016 -0.19
C -0.483 0.607 -0.465 0.39
F -0.133 1.090 -1.671 -0.20
Cl -2.069 1.234 0.026 -0.13

---

20
Properties=species:S:1:pos:R:3:mulliken_charge:R:1 method="wB97M-V/def2-TZVPD" charge=0 molar_mass_da=90.2 total_energy_ev=-7457.0087 multiplicity=1 max_force_ev_per_a=4.66 smiles=CCCCC.O
C 0.282 -2.168 1.964 -1.23
C -0.696 -1.076 1.237 -0.05
C 0.227 -0.238 0.360 -0.45
C -0.241 -0.164 -1.028 -0.53
C -1.695 0.171 -1.237 -1.08
H 1.337 -1.845 1.991 0.37
H 0.385 -3.150 1.681 0.38
H 0.122 -2.129 3.093 0.28
H -1.128 -0.567 2.149 0.22
H -1.609 -1.542 0.609 0.14
H 0.371 0.812 0.667 0.23
H 1.264 -0.726 0.485 0.26
H 0.507 0.189 -1.854 0.39
H -0.194 -1.131 -1.590 0.25
H -1.805 0.839 -2.175 0.30
H -2.431 -0.771 -1.125 0.26
H -2.285 0.834 -0.452 0.27
O 2.224 4.396 -1.483 -0.65
H 2.548 3.485 -1.158 0.33
H 2.818 4.781 -2.136 0.32

---

16
Properties=species:S:1:pos:R:3:mulliken_charge:R:1 method="wB97M-V/def2-TZVPD" charge=0 molar_mass_da=86.1 total_energy_ev=-7390.1202 multiplicity=1 max_force_ev_per_a=0.40
C 2.303 0.096 -0.482 -1.17
C 1.102 0.358 0.416 -0.54
C -0.241 0.062 -0.330 0.41
C -0.121 -1.348 -0.014 -0.68
C -2.509 0.144 -0.167 -0.74
O -1.318 0.812 0.197 -0.41
H 2.269 -0.942 -0.822 0.34
H 2.279 0.743 -1.365 0.34
H 3.243 0.263 0.049 0.37
H 1.172 -0.224 1.349 0.31
H 1.017 1.404 0.732 0.34
H -0.106 0.334 -1.386 0.32
H -0.729 -1.491 0.905 0.23
H -2.390 -0.316 -1.159 0.35
H -2.745 -0.653 0.552 0.27
H -3.334 0.854 -0.204 0.26

---

113
Properties=species:S:1:pos:R:3:mulliken_charge:R:1 method="wB97M-V/def2-TZVPD" charge=-1 molar_mass_da=714.3 total_energy_ev=-75828.7051 multiplicity=1 max_force_ev_per_a=6.67
Cl -0.432 1.034 0.065 -0.40
C -1.262 1.003 4.012 0.24
O -2.589 0.819 4.583 -0.57
H -0.750 0.107 3.663 0.19
H -1.345 1.636 3.128 -0.42
H -0.587 1.536 4.682 0.41
H -3.246 1.287 4.061 0.28
C 0.166 4.754 3.280 -0.78
O 0.792 4.341 2.070 -0.26
H -0.867 5.096 3.337 0.25
H 0.243 3.944 4.005 0.23
H 0.805 5.576 3.604 0.37
H 1.579 4.868 1.910 0.24
C 6.782 -2.506 0.597 -1.92
C 6.300 -1.597 -0.589 1.34
C 7.253 -2.027 -1.769 -1.07
C 6.711 -1.613 -3.103 -0.72
C 5.296 -2.122 -3.326 -1.04
C 4.324 -1.587 -2.198 1.40
N 4.909 -1.909 -0.881 0.30
O 4.047 -1.936 0.210 -0.39
C 4.131 -0.067 -2.389 -1.37
C 2.976 -2.366 -2.474 -2.05
C 6.556 -0.044 -0.240 -1.52
H 6.398 -2.296 1.595 0.34
H 7.849 -2.461 0.813 0.43
H 6.577 -3.541 0.323 0.46
H 8.176 -1.451 -1.712 0.40
H 7.463 -3.095 -1.813 0.46
H 7.255 -2.064 -3.932 0.36
H 6.836 -0.531 -3.143 0.30
H 5.321 -3.208 -3.412 0.38
H 4.883 -1.637 -4.210 0.43
H 3.515 0.128 -3.266 0.46
H 3.686 0.365 -1.492 0.12
H 5.067 0.461 -2.571 0.25
H 2.177 -2.089 -1.786 0.43
H 2.629 -2.295 -3.505 0.39
H 3.252 -3.382 -2.192 0.46
H 7.403 0.124 0.426 0.49
H 5.701 0.417 0.254 0.23
H 6.824 0.662 -1.026 0.33
H 4.008 -0.986 0.345 0.29
C -5.977 -1.408 3.161 -1.80
C -4.996 -2.048 2.146 1.58
C -5.691 -3.209 1.384 -1.57
C -5.035 -3.648 -0.003 -0.62
C -4.977 -2.420 -0.961 -1.10
C -4.949 -1.048 -0.204 1.70
N -4.429 -1.031 1.215 0.87
O -4.250 0.250 1.719 -0.41
C -3.998 -0.164 -1.029 -1.82
C -6.334 -0.402 -0.295 -2.03
C -3.864 -2.726 2.900 -1.80
H -7.049 -1.532 3.005 0.33
H -5.944 -0.319 3.132 0.36
H -5.646 -1.647 4.172 0.42
H -5.772 -4.136 1.951 0.53
H -6.755 -3.019 1.246 0.52
H -5.741 -4.403 -0.348 0.48
H -4.073 -4.086 0.260 0.15
H -5.910 -2.432 -1.524 0.55
H -4.241 -2.552 -1.754 0.31
H -4.258 -0.224 -2.086 0.70
H -4.145 0.906 -0.884 0.51
H -2.967 -0.418 -0.786 -0.03
H -7.104 -1.031 0.152 0.36
H -6.399 0.540 0.249 0.30
H -6.508 -0.130 -1.337 0.54
H -3.440 -1.894 3.463 0.43
H -3.086 -3.266 2.360 0.28
H -4.146 -3.419 3.692 0.42
H -3.329 0.482 1.577 0.21
C -0.842 -2.995 -1.007 0.58
O -0.522 -4.082 -1.436 -0.78
N -1.600 -2.748 0.038 0.01
N -0.658 -1.895 -1.708 0.22
H -2.160 -3.560 0.257 0.22
H -2.129 -1.889 0.078 -0.28
H -0.764 -1.106 -1.087 -0.62
H -0.223 -1.990 -2.614 0.22
C 2.563 0.478 2.973 0.74
O 3.314 0.468 3.918 -0.77
N 1.783 -0.483 2.636 -0.11
N 2.240 1.539 2.309 0.10
H 2.016 -1.332 3.131 0.18
H 1.218 -0.399 1.803 -0.05
H 2.729 2.405 2.480 0.07
H 1.516 1.477 1.606 -0.33
C -1.141 1.084 -3.991 0.53
O -1.382 1.083 -5.182 -0.75
N -1.864 1.674 -3.005 0.02
N -0.058 0.470 -3.607 -0.04
H -1.608 1.637 -2.028 -0.14
H -2.631 2.264 -3.295 0.19
H 0.604 0.271 -4.344 0.12
H 0.181 0.327 -2.636 0.00
C -2.612 4.283 0.929 0.60
O -3.215 5.274 1.125 -0.76
N -2.915 3.136 1.382 0.18
N -1.575 4.234 0.173 0.01
H -2.136 2.517 1.210 -0.50
H -3.416 3.070 2.257 0.18
H -1.371 5.100 -0.305 0.17
H -1.073 3.360 0.239 -0.29
C 1.794 4.726 -2.085 0.60
O 2.196 5.766 -2.643 -0.76
N 1.760 4.630 -0.790 -0.21
N 1.156 3.812 -2.744 -0.27
H 1.149 4.003 -0.286 0.11
H 2.155 5.425 -0.308 0.14
H 0.855 4.087 -3.668 0.18
H 0.863 2.963 -2.281 0.17

---

49
Properties=species:S:1:pos:R:3:mulliken_charge:R:1 method="wB97M-V/def2-TZVPD" charge=+1 molar_mass_da=351.8 total_energy_ev=-24747.1468 multiplicity=1 max_force_ev_per_a=2.51
Rb 1.331 -1.391 0.105 0.96
C -2.726 2.143 -5.739 -0.71
O -1.306 2.273 -5.543 -0.34
C -0.607 0.965 -5.660 -0.59
C 0.928 1.225 -5.401 -0.73
N 1.283 2.008 -4.198 -0.36
C 2.734 2.309 -4.215 -0.74
C 3.220 3.042 -2.948 -0.58
O 3.277 2.072 -1.888 -0.29
C 3.567 2.700 -0.639 -0.75
H -2.966 1.446 -6.543 0.31
H -3.034 3.148 -6.027 0.24
H -3.203 1.856 -4.802 0.26
H -0.788 0.466 -6.612 0.41
H -1.102 0.156 -5.122 0.39
H 1.324 1.760 -6.264 0.37
H 1.478 0.286 -5.451 0.43
H 0.855 2.882 -4.470 0.25
H 3.084 2.822 -5.111 0.47
H 3.253 1.350 -4.218 0.35
H 2.585 3.881 -2.663 0.38
H 4.223 3.452 -3.061 0.41
H 3.794 1.961 0.130 0.22
H 2.672 3.271 -0.392 0.32
H 4.450 3.335 -0.705 0.31
C 1.987 -3.617 4.555 -0.74
O 1.064 -2.552 4.438 -0.21
C 0.494 -2.153 5.640 -0.60
C -0.203 -0.766 5.391 -0.84
N -1.329 -0.796 4.419 -0.22
C -2.426 -1.750 4.655 -0.46
C -3.414 -1.704 3.440 -0.69
O -2.776 -2.309 2.297 -0.27
C -3.618 -2.450 1.166 -0.75
H 2.275 -3.810 3.521 0.19
H 1.533 -4.466 5.065 0.31
H 2.899 -3.346 5.087 0.30
H 1.317 -1.887 6.303 0.43
H -0.102 -2.917 6.140 0.43
H 0.509 -0.061 4.963 0.32
H -0.528 -0.481 6.392 0.37
H -1.619 0.159 4.266 0.23
H -2.925 -1.507 5.593 0.35
H -1.949 -2.724 4.760 0.27
H -3.663 -0.677 3.172 0.34
H -4.371 -2.204 3.590 0.45
H -4.658 -2.614 1.450 0.31
H -3.221 -3.257 0.549 0.21
H -3.602 -1.529 0.583 0.29

---

19
Properties=species:S:1:pos:R:3:mulliken_charge:R:1 method="wB97M-V/def2-TZVPD" charge=0 molar_mass_da=194.0 total_energy_ev=-42496.8868 multiplicity=1 max_force_ev_per_a=3.59
H -0.862 2.974 1.639 -0.07
P -1.513 2.107 0.805 -0.12
C -0.113 1.318 0.250 0.78
C 1.072 1.418 1.043 -0.57
P 2.443 0.513 0.503 -0.08
P 1.692 -1.473 0.009 -0.14
C -0.059 -0.977 -0.499 0.56
C -1.041 -1.954 -0.639 -0.61
P -2.719 -1.702 -1.393 -0.05
C -0.258 0.407 -0.985 -1.53
H 1.205 2.412 1.642 0.25
H 3.376 0.393 1.683 0.14
H 3.289 0.799 -0.655 0.09
H 1.349 -1.704 1.421 0.10
H -0.807 -2.970 -0.418 0.42
H -2.983 -0.457 -0.921 0.05
H -3.234 -2.100 -0.254 0.03
H 0.425 0.522 -1.860 0.31
H -1.264 0.473 -1.372 0.44

---

15
Properties=species:S:1:pos:R:3:mulliken_charge:R:1 method="wB97M-V/def2-TZVPD" charge=0 molar_mass_da=129.2 total_energy_ev=-19566.9474 multiplicity=1 max_force_ev_per_a=1.69 smiles=CNc1nc(S)c[nH]1
C 3.351 -0.092 0.329 -0.91
N 2.212 -0.781 -0.285 -0.27
C 0.952 -0.202 -0.151 0.30
N -0.147 -0.884 -0.073 -0.58
C -1.147 0.094 -0.034 0.16
S -2.854 -0.301 0.174 -0.31
C -0.609 1.337 -0.055 -0.31
N 0.757 1.143 -0.130 -0.02
H 4.179 -0.788 0.199 0.36
H 3.619 0.808 -0.246 0.27
H 3.207 0.165 1.392 0.30
H 2.184 -1.739 -0.026 0.29
H -3.008 -1.066 -0.925 0.13
H -1.006 2.387 -0.035 0.35
H 1.459 1.882 -0.263 0.23